Entry 1:
Computed, not measured: one molecule with the formula C5H6O2, with ωB97M-V with the def2-TZVPD basis set.

* total charge: 0

CARTESIAN COORDINATES (ANGSTROEM)
O  1.186  1.994  0.791
C  0.701  1.031  0.251
C  1.477  -0.219  -0.212
O  0.631  -0.902  -1.113
C  -0.681  -0.556  -0.767
C  -1.112  -0.534  0.668
C  -0.740  0.758  -0.053
H  1.685  -0.859  0.657
H  2.422  0.031  -0.697
H  -1.388  -0.832  -1.540
H  -0.458  -0.796  1.495
H  -2.152  -0.761  0.864
H  -1.437  1.565  -0.246

Atom charges from the natural (NBO) analysis, given in e for atoms 1 to 4: atom 1 (O): -0.52, atom 2 (C): 0.58, atom 3 (C): -0.19, atom 4 (O): -0.49

Entry 2:
Computed, not measured: one molecule with the formula C5H6O2, with ωB97M-V with the def2-TZVPD basis set.

* total charge: 0

CARTESIAN COORDINATES (ANGSTROEM)
C  -1.621  -0.222  1.137
C  -0.639  0.030  0.296
C  -0.511  -0.258  -1.129
O  0.828  -0.681  -1.338
C  1.655  -0.054  -0.368
C  0.699  0.636  0.602
O  0.975  1.474  1.423
H  -1.485  0.060  2.168
H  -2.554  -0.673  0.809
H  -1.149  -1.000  -1.626
H  -0.777  0.876  -1.309
H  2.221  -0.809  0.199
H  2.358  0.620  -0.865

Atom charges from the natural (NBO) analysis, given in e for atoms 1 to 4: atom 1 (C): -0.34, atom 2 (C): -0.16, atom 3 (C): -0.10, atom 4 (O): -0.51

Total energy per entry: -344.5471 -344.5283 Eh
ΔE to the lowest compared entry with this formula, charge and spin per entry: 34.4 46.2 kcal per mole